Record 1
DFT (ωB97M-V with the def2-TZVPD basis set) results for C74H156F24N12O20S8 as an isolated structure in a non-equilibrium geometry.

XYZ file:
```
294
Properties=species:S:1:pos:R:3:mulliken_charge:R:1
C 3.7934 -2.0321 0.4612 -0.9443
C 2.4784 -1.9146 1.2058 0.5600
C 1.6814 -0.7438 0.6253 0.5117
N 0.4817 -0.2916 1.3630 0.8523
C 0.8615 0.5463 2.5042 -0.7349
C -0.4110 -1.4723 1.7811 -0.3737
C -1.1863 -1.8735 0.6535 0.7818
C -1.4654 -0.5667 -0.1907 0.0245
C -0.4732 0.4142 0.3907 -0.0787
H 4.3999 -1.1048 0.4588 0.1015
H 3.4946 -2.2141 -0.5857 0.2018
H 4.4095 -2.8547 0.8840 -0.0083
H 2.6185 -1.7430 2.2549 0.3257
H 1.9354 -2.8296 1.1295 -0.2745
H 1.3061 -1.1128 -0.3254 -0.8588
H 2.3921 0.1183 0.4653 0.4270
H 1.3504 1.4274 2.1537 0.0688
H 1.5083 -0.1162 3.0983 0.2869
H -0.0589 0.8499 3.0225 0.4281
H -0.9077 -1.1702 2.6752 0.6114
H 0.3826 -2.1246 2.1686 -0.3810
H -2.1530 -2.2270 0.9922 0.2417
H -0.5677 -2.5735 0.1542 -0.6832
H -2.5234 -0.2385 -0.0826 0.3255
H -1.3281 -0.6830 -1.2851 -0.2252
H -0.9806 1.1229 1.0301 0.3396
H 0.1039 0.9712 -0.3757 -0.0475
C -6.8063 4.8844 -2.3813 -1.7365
C -7.9720 4.8997 -1.3612 0.8149
C -9.3104 5.2873 -1.9042 -1.2714
N -10.3981 5.3563 -0.9198 0.3866
C -10.6405 3.9612 -0.4740 -0.9905
C -11.6119 5.8380 -1.6430 -0.6511
C -11.7295 7.4063 -1.3659 -0.4916
C -10.4951 7.6167 -0.5019 -0.9034
C -10.2036 6.3152 0.1857 -0.4023
H -7.0685 4.2784 -3.2341 0.4005
H -5.8728 4.5039 -2.0380 0.2721
H -6.7078 5.9185 -2.7848 0.4128
H -7.6392 5.5501 -0.5719 0.2456
H -8.0240 3.8857 -0.9166 -0.2162
H -9.6241 4.6318 -2.7560 0.3453
H -9.2315 6.2411 -2.3864 0.5701
H -11.4893 3.8771 0.2017 0.4710
H -9.8592 3.6715 0.1841 0.2560
H -10.7546 3.3526 -1.3485 0.3740
H -12.5453 5.3247 -1.3242 0.3859
H -11.4954 5.5604 -2.6259 0.3802
H -12.6880 7.5796 -0.9175 0.3186
H -11.6149 7.9751 -2.2736 0.3083
H -10.5557 8.3864 0.2421 0.5600
H -9.6816 7.9325 -1.1154 0.3015
H -11.0365 6.0523 0.8666 0.4916
H -9.2699 6.1520 0.6615 0.2924
C -4.0892 -5.3293 2.3918 -0.4966
C -5.4385 -4.6203 2.4554 -1.0076
C -5.3954 -3.1712 3.0492 -0.0857
C -5.1765 -3.0492 4.5407 -0.7284
N -5.3311 -1.6354 5.1043 0.6850
C -5.4534 -1.7445 6.6283 -0.4665
C -5.9706 -0.3249 7.0178 -1.0592
C -6.8020 0.1528 5.8034 -0.1907
C -6.5951 -0.9660 4.7388 -0.5642
C -4.1975 -0.8016 4.6612 -1.1279
H -3.5723 -5.3361 3.4069 0.0218
H -3.4317 -4.8132 1.6561 0.0811
H -4.3065 -6.3779 2.1285 0.4401
H -6.1246 -5.2289 3.0597 0.3823
H -5.8717 -4.5410 1.4320 0.3370
H -6.3630 -2.7269 2.8094 0.4799
H -4.6637 -2.6422 2.4526 0.0572
H -4.2676 -3.5031 4.9161 0.0109
H -5.9615 -3.6176 4.9474 0.7231
H -4.5094 -2.0402 7.0720 0.2158
H -6.1692 -2.5294 6.8250 0.5574
H -5.1492 0.3311 7.1682 0.3839
H -6.5004 -0.4384 7.9647 0.4256
H -6.4490 1.0921 5.4361 0.1476
H -7.8656 0.0837 6.0198 0.4507
H -6.6372 -0.6120 3.6739 0.1305
H -7.3666 -1.7387 4.9299 0.4540
H -3.4519 -1.4912 4.5278 -0.2660
H -3.8996 -0.0412 5.4199 0.3319
H -4.4677 -0.2673 3.7996 0.9234
C 2.2737 9.4115 -3.0058 -1.3675
C 2.6689 8.2321 -2.1504 -0.5451
C 2.0308 6.9035 -2.3549 0.6021
C 0.6077 6.7674 -1.9023 -0.8525
N -0.2209 5.7845 -2.6669 0.6168
C -1.5223 5.4903 -1.9483 -0.9830
C -1.9814 4.1915 -2.5275 0.4478
C -0.7895 3.4924 -3.2079 -0.2474
C 0.4346 4.4135 -2.8884 -0.4228
C -0.5084 6.3874 -3.9794 -0.8477
H 2.9795 10.2126 -2.8622 0.4584
H 1.3157 9.8788 -2.8283 0.3466
H 2.3244 9.0734 -4.1060 0.2617
H 2.6137 8.4153 -1.0768 0.4282
H 3.7672 8.0293 -2.2771 0.1260
H 2.6629 6.1500 -1.8514 -0.6089
H 2.1534 6.5901 -3.4191 0.4253
H 0.1130 7.6881 -2.0499 0.3368
H 0.5810 6.5943 -0.8028 0.4484
H -2.1995 6.3352 -2.1048 0.3868
H -1.2607 5.5041 -0.8709 0.2233
H -2.7621 4.3559 -3.2858 0.2705
H -2.4959 3.5684 -1.8099 -0.2250
H -0.7690 3.4498 -4.3031 0.4714
H -0.5553 2.5218 -2.7533 -0.2909
H 1.1414 4.5839 -3.7156 0.3747
H 0.9727 4.2665 -1.9087 0.1515
H -0.8887 5.6306 -4.6961 0.3488
H 0.3665 6.9541 -4.3064 0.3717
H -1.3335 7.1068 -3.8615 0.3138
C -3.2234 -1.4520 -5.8839 -1.4812
C -2.1743 -2.1255 -6.8654 -0.0210
N -2.6789 -3.3177 -7.7225 0.4783
C -1.6651 -3.5175 -8.7187 -0.8595
C -2.7582 -4.5551 -6.7642 -0.0342
C -3.1829 -5.8779 -7.3389 -1.3679
C -4.0422 -3.0307 -8.2736 -0.6081
C -4.1239 -1.7961 -9.1352 -0.8842
O -3.6015 -2.0541 -10.4351 -0.3877
C -3.6683 -1.0249 -11.4527 -0.7668
H -3.5234 -2.1747 -5.0983 0.3210
H -4.0411 -0.9720 -6.4001 0.4670
H -2.7070 -0.6344 -5.3954 0.3869
H -1.2483 -2.5759 -6.4028 -0.1266
H -1.9210 -1.3664 -7.5886 0.4823
H -1.8011 -4.5007 -9.1412 0.4220
H -0.7051 -3.4459 -8.2449 0.2895
H -1.7641 -2.7142 -9.4896 0.3248
H -3.4756 -4.1967 -6.0256 0.2884
H -1.8100 -4.5977 -6.2187 0.1759
H -4.2047 -5.9600 -7.7145 0.3562
H -3.0449 -6.6004 -6.5196 0.4501
H -2.4388 -6.2057 -8.0751 0.3306
H -4.6776 -2.8867 -7.4160 0.4205
H -4.4311 -3.8770 -8.8675 0.4530
H -3.6828 -0.8672 -8.7324 0.3158
H -5.1753 -1.5179 -9.2527 0.6093
H -3.3519 -1.4830 -12.3632 0.2731
H -2.8696 -0.2543 -11.2633 0.2855
H -4.6908 -0.7083 -11.5536 0.3433
C 7.5457 -1.2010 5.6341 -0.9973
C 7.4062 -2.7012 5.8946 -0.7160
N 6.0084 -3.1346 6.0535 0.4479
C 5.9354 -4.6200 6.4920 -1.0168
C 5.1679 -2.2599 7.1079 -0.0217
C 5.8199 -2.3658 8.5020 -1.3767
C 5.2008 -2.9537 4.7874 -0.0396
C 5.8849 -3.4574 3.4709 -0.4942
O 6.5872 -4.6468 3.7551 -0.2868
C 7.3266 -5.1527 2.7096 -0.6422
H 8.6158 -0.9125 5.5301 0.5077
H 7.1609 -0.6715 6.5007 0.2531
H 7.0666 -0.8363 4.6856 0.0860
H 7.9347 -2.8917 6.7659 0.7508
H 7.8835 -3.2729 5.1035 0.3528
H 6.6664 -5.1488 5.8692 0.3638
H 4.9429 -4.9351 6.2749 0.3659
H 6.2531 -4.7247 7.5042 0.4435
H 4.1331 -2.5967 7.1641 0.2771
H 5.1107 -1.1924 6.7658 0.2158
H 5.4117 -1.5447 9.0793 0.4489
H 6.9044 -2.2178 8.4507 0.2685
H 5.6180 -3.2924 8.9620 0.4373
H 4.8102 -1.9335 4.7061 0.2025
H 4.2324 -3.4875 4.9578 -0.4023
H 6.5425 -2.7094 3.0319 0.4828
H 5.1490 -3.5875 2.7140 0.2574
H 8.3591 -4.7140 2.7402 0.3150
H 6.7229 -5.0169 1.7533 0.1510
H 7.5056 -6.2476 2.8857 0.2611
C 1.6586 -5.6881 0.1897 0.3770
C 1.6539 -7.0654 -0.5273 -1.2262
N 2.5373 -8.0901 0.0836 0.2453
C 1.8942 -8.5273 1.3882 -0.8309
C 2.5999 -9.1811 -0.8027 -0.4522
C 3.5134 -10.3744 -0.4654 -1.3919
C 3.9612 -7.5765 0.4551 -1.1691
C 4.8179 -7.1184 -0.7181 -0.8695
O 4.3235 -5.9274 -1.2087 0.0755
C 5.2084 -5.2791 -2.1831 -0.7165
H 1.1700 -4.9431 -0.4297 -0.2756
H 2.6531 -5.3405 0.4068 0.0491
H 1.1163 -5.8321 1.0960 0.1785
H 1.9663 -7.0250 -1.5851 0.4037
H 0.6344 -7.4832 -0.5499 0.5659
H 2.0267 -7.8429 2.2437 0.2260
H 2.4959 -9.3693 1.7102 0.5110
H 0.8831 -8.7767 1.2758 0.3389
H 2.9314 -8.8235 -1.8012 0.4690
H 1.6309 -9.4876 -0.9602 0.6357
H 3.5401 -10.9140 -1.3350 0.5138
H 3.1685 -10.9926 0.3511 0.3447
H 4.5323 -9.9673 -0.3181 0.2689
H 4.4186 -8.4502 0.9312 0.6611
H 3.8462 -6.8393 1.2599 0.5523
H 4.9497 -7.8791 -1.4656 0.5060
H 5.8640 -6.9383 -0.2681 0.3910
H 6.0915 -4.8996 -1.6886 0.2943
H 4.6610 -4.3215 -2.4562 0.0373
H 5.3301 -5.9923 -2.9734 0.3653
C 8.7668 5.3424 -3.5491 -1.1691
C 8.4013 4.9840 -2.0823 -0.3635
N 6.9810 4.4994 -1.7360 0.6516
C 6.0144 5.4821 -2.2878 -1.6496
C 6.7402 3.1186 -2.2411 -0.7525
C 5.2119 2.7242 -2.2200 -0.7901
C 6.7917 4.4879 -0.2038 -0.2448
C 6.4892 5.8902 0.3695 -1.4526
O 7.5184 6.8066 0.0367 -0.3759
C 7.2681 8.1172 0.5097 -0.8379
H 8.3656 4.6530 -4.2929 0.3215
H 9.8996 5.2215 -3.4724 0.3672
H 8.4535 6.3586 -3.8137 0.3354
H 8.5199 5.9287 -1.5004 0.3226
H 9.1158 4.2458 -1.7593 0.5167
H 6.3811 6.4428 -2.0414 0.6547
H 4.9899 5.3628 -1.9527 0.1894
H 6.0862 5.4144 -3.3314 0.6795
H 7.4348 2.5006 -1.6160 0.3006
H 7.1559 3.1505 -3.2563 0.5260
H 4.7522 2.8987 -1.2581 0.1081
H 5.1832 1.6555 -2.4230 0.5042
H 4.6665 3.1981 -3.0563 0.3063
H 7.6851 4.1113 0.2225 0.6065
H 5.9483 3.8609 0.0884 -0.2366
H 6.3545 5.6140 1.4189 1.0692
H 5.5798 6.2905 0.0001 0.4416
H 6.7551 8.7250 -0.2158 0.2884
H 8.2225 8.5892 0.7302 0.3039
H 6.6754 8.0988 1.4479 0.3337
C 2.7224 5.1205 2.8958 0.4023
F 3.7450 5.8536 3.2036 -0.1929
F 2.3101 4.4903 3.9639 -0.2358
F 1.6584 5.9570 2.5934 -0.2313
S 2.9952 3.8851 1.6445 1.1828
O 1.7090 3.4046 1.2869 -0.6650
O 3.7881 4.4798 0.6603 -0.2709
N 3.6836 2.7575 2.4554 -0.6035
S 5.1669 2.4111 2.6616 1.0400
O 5.5509 1.2122 1.9877 -0.5870
O 6.0598 3.5318 2.6653 -0.6857
C 5.1669 2.0414 4.4406 0.3257
F 6.4431 1.9717 4.8804 -0.1895
F 4.5297 3.0179 5.0843 -0.1778
F 4.5646 0.8103 4.7179 -0.1409
C 0.8132 -3.5141 -4.4228 0.1726
F 1.8957 -4.0191 -3.8919 -0.0696
F 1.0044 -2.9144 -5.5858 -0.2233
F -0.0639 -4.5426 -4.7403 -0.2879
S -0.0039 -2.3418 -3.2104 0.9325
O -1.3942 -2.4779 -3.6162 -0.5678
O 0.4433 -2.8635 -1.9824 -0.5712
N 0.3145 -0.7980 -3.5855 -0.1351
S 1.7230 -0.1429 -3.0978 0.3165
O 1.4770 0.9301 -2.1634 -0.2688
O 2.7582 -1.0833 -2.7107 -0.5277
C 2.3113 0.6918 -4.6678 0.3318
F 3.5647 0.9698 -4.4743 -0.1875
F 2.2306 -0.1264 -5.7165 -0.1773
F 1.6230 1.7722 -4.8753 -0.1334
C -7.6877 2.7596 2.3508 0.6682
F -6.8626 2.6073 3.3468 -0.1590
F -8.9643 2.4376 2.6838 -0.2789
F -7.7970 4.0742 2.0606 -0.2159
S -7.1920 1.6938 0.8967 0.7466
O -6.9107 0.4060 1.5177 -0.5366
O -8.2219 1.8182 -0.0796 -0.5860
N -5.9767 2.5629 0.4132 -0.1396
S -4.4520 2.4647 0.8893 0.7298
O -4.2202 1.9325 2.1915 -0.4542
O -3.7212 2.0252 -0.2796 -0.6108
C -4.0205 4.2482 1.1962 0.4132
F -4.2556 5.0387 0.1249 -0.1596
F -4.6975 4.6950 2.2039 -0.1714
F -2.7041 4.3815 1.4128 -0.1673
C -1.7637 -3.8568 6.1878 0.3195
F -0.7867 -4.1325 7.0172 -0.1526
F -2.6338 -4.8305 6.2287 -0.2474
F -2.4588 -2.7380 6.5754 -0.2382
S -1.0440 -3.4620 4.5715 0.7259
O -2.1649 -2.9378 3.8008 -0.4861
O -0.0545 -2.4995 4.8931 -0.7150
N -0.4573 -4.8247 4.0812 -0.5768
S 0.9250 -5.4199 3.8564 1.2252
O 0.7394 -6.7285 3.3397 -0.8266
O 1.7504 -4.5133 3.0581 -0.0987
C 1.8357 -5.4465 5.3988 0.5663
F 1.2099 -6.0835 6.3773 -0.2393
F 3.0196 -6.0947 5.2020 -0.2574
F 2.0093 -4.2289 5.7753 -0.1849
```

Calculated values
Net charge   +4
Frontier orbital gap   9.995 eV
LUMO energy   -5.416 eV
Highest occupied orbital energy   -15.4108 eV



Record 2
DFT (ωB97M-V with the def2-TZVPD basis set) results for a 2-piece molecular cluster, C7H17OPS overall in a non-equilibrium geometry.

XYZ file:
```
27
Properties=species:S:1:pos:R:3:nbo_charge:R:1
C 0.4114 -2.6143 -1.0028 -0.6841
C -2.6113 2.1614 -1.7993 -0.6108
C 0.8101 2.8422 0.6670 -0.6061
C 2.2638 -3.1840 1.1059 -0.8067
C -0.0668 -1.9549 2.0031 -0.8153
C -1.8088 0.8638 -1.7322 -0.7368
C 0.5092 1.9523 -0.5338 -0.7476
O 1.6543 -0.7545 0.3459 -0.9710
P -0.8341 0.7285 -0.1517 0.5845
S 0.9691 -2.0307 0.4557 1.6693
H -0.3129 -3.3971 -0.7604 0.1469
H -1.9573 3.0309 -1.7529 0.2008
H -3.1780 2.2104 -2.7265 0.2102
H -3.3087 2.2188 -0.9662 0.2052
H 1.6149 3.5366 0.4277 0.2076
H -0.0681 3.4181 0.9586 0.2003
H 1.1231 2.2378 1.5139 0.2087
H 2.6492 -2.7744 2.0311 0.2366
H 1.8197 -4.1609 1.2557 0.2257
H 3.0502 -3.2338 0.3598 0.2523
H -0.4606 -2.9434 2.1990 0.2244
H 0.5707 -1.6102 2.8061 0.2369
H -0.8633 -1.2457 1.8203 0.2639
H -1.1267 0.7843 -2.5822 0.2225
H -2.4885 0.0096 -1.7662 0.2199
H 1.3924 1.3554 -0.7697 0.2535
H 0.2468 2.5539 -1.4060 0.2092
```

Calculated values
Net charge   0
Frontier orbital gap (spin up / spin down)   8.420 / 6.590 eV
LUMO energy (spin up / spin down)   -0.123 / -0.708 eV
Relative energy (zero: lowest compared OMol25 entry of this formula, charge and spin)   488.8 kJ/mol
Highest occupied orbital energy (spin up / spin down)   -8.5432 / -7.2981 eV



Record 3
DFT (ωB97M-V with the def2-TZVPD basis set) results for an isolated ion of composition C3H8N3OS and charge +1 in a non-equilibrium geometry.

XYZ file:
```
16
Properties=species:S:1:pos:R:3:nbo_charge:R:1
C 1.4407 -0.0130 -1.8041 -0.4374
C -0.1522 -0.8030 1.1118 0.7347
C -2.3245 0.2868 0.7126 -0.2618
N 0.4164 -0.9337 -1.2875 0.0912
N -0.0656 -0.8837 -0.1749 -0.1440
N 0.5850 -1.4654 1.9318 -0.7302
O -1.1972 -0.1769 1.6017 -0.4494
S 2.3229 1.2398 -0.8101 -0.0060
H 2.2291 -0.7345 -2.1744 0.2809
H 1.0624 0.5290 -2.5868 0.2605
H -2.7879 1.0665 1.4134 0.2380
H -2.9422 -0.5323 0.7904 0.2124
H -2.2498 0.6333 -0.2580 0.2131
H 1.4733 2.2108 -0.6479 0.1374
H 1.4894 -1.7053 1.7896 0.4218
H 0.3799 -1.2548 2.9136 0.4387
```

Calculated values
Net charge   +1
SMILES   COC(=[NH2+])/N=N\CS
Frontier orbital gap   8.372 eV
LUMO energy   -5.238 eV
Relative energy (zero: lowest compared OMol25 entry of this formula, charge and spin)   310.2 kJ/mol
Highest occupied orbital energy   -13.6097 eV



Record 4
DFT (ωB97M-V with the def2-TZVPD basis set) results for a 2-piece molecular cluster, C10H18NO3 overall in a non-equilibrium geometry.

XYZ file:
```
32
Properties=species:S:1:pos:R:3:nbo_charge:R:1
C -0.6303 -0.3591 0.4303 -0.1100
C 0.2358 -1.3158 0.8959 -0.2961
C 0.8546 -2.3658 0.0703 0.5272
O 1.5410 -3.2268 0.6082 -0.5277
C -1.5563 0.3861 1.3493 -0.4649
H -0.9889 -0.4756 -0.5983 0.2053
H 0.5136 -1.3306 1.9540 0.2210
H -1.8197 1.3474 0.8844 0.2167
H -1.0296 0.6196 2.2856 0.2182
C 0.6278 -2.3745 -1.4200 -0.7154
H -0.4458 -2.4612 -1.6416 0.2311
H 0.9794 -1.4339 -1.8678 0.2235
H 1.1644 -3.2174 -1.8683 0.2465
C -2.8447 -0.3843 1.6849 -0.3769
H -2.5788 -1.2586 2.2986 0.2079
H -3.4689 0.2626 2.3204 0.2092
C -3.6609 -0.8554 0.4822 -0.3997
H -4.5487 -1.3894 0.8577 0.2084
H -3.0835 -1.5993 -0.0920 0.1922
C -4.1144 0.2576 -0.4591 -0.4017
H -3.2375 0.7274 -0.9326 0.1940
H -4.6066 1.0501 0.1282 0.1981
C -5.0618 -0.2413 -1.5437 -0.6014
H -5.3416 0.5644 -2.2368 0.2142
H -5.9864 -0.6439 -1.1032 0.2025
H -4.5957 -1.0462 -2.1318 0.2008
C 1.0399 1.6150 -0.4066 -0.0902
H 1.5212 1.8311 0.5441 0.2081
H 1.4801 0.9413 -1.1397 0.2025
N 0.3182 2.6946 -0.9604 0.4244
O 0.1645 3.7029 -0.2794 -0.3784
O -0.1415 2.5641 -2.0910 -0.3895
```

Calculated values
Net charge   0
Frontier orbital gap (spin up / spin down)   9.591 / 7.632 eV
LUMO energy (spin up / spin down)   -0.167 / -2.365 eV
Multiplicity   2
⟨S²⟩   0.77
Highest occupied orbital energy (spin up / spin down)   -9.7581 / -9.9970 eV